No. 1
# C4H3F3FeNO6S2

A molecular structure, C4H3F3FeNO6S2 (ωB97M-V/def2-TZVPD, OMol25).

Computed properties:
Orbital gap (alpha / beta) in Ha: 0.195 / 0.185
Multiplicity: 5
HOMO level (alpha / beta) in eV: -3.11 / -2.88
Net charge: -1
LUMO level (alpha / beta) in eV: 2.210 / 2.164
Energy in Ha: -3019.91282

Each line ends with the Mulliken charge.
Element x y z (Å)
N -0.319 1.098 1.520  -0.46
S -0.287 -0.507 1.726  1.14
O 0.133 -0.871 3.065  -0.55
O -1.209 -1.307 0.872  -0.52
S -0.911 1.870 0.256  1.20
O -0.908 0.845 -0.840  -0.58
O -0.468 3.208 0.666  -0.65
C -2.628 2.475 -0.285  0.62
F -3.505 1.489 -0.224  -0.24
F -3.106 3.454 0.461  -0.22
F -2.550 2.924 -1.526  -0.22
Fe -0.608 -1.079 -1.033  0.11
C 2.511 -0.949 0.654  -0.74
O 1.129 -1.160 0.334  -0.29
C 0.808 -2.138 -1.802  -1.04
C 1.409 -2.940 -2.594  1.32
O 1.930 -3.714 -3.373  -0.70
H 2.680 0.113 0.868  0.26
H 2.761 -1.638 1.470  0.28
H 3.138 -1.174 -0.215  0.28

---

No. 2
# C48H112BN6

7 unconnected molecules or ions with the total composition C48H112BN6 (ωB97M-V/def2-TZVPD, OMol25).

Computed properties:
Orbital gap in Ha: 0.383
HOMO level in eV: -19.69
Net charge: +5
LUMO level in eV: -9.275
Energy in Ha: -2247.49666

Each line ends with the Mulliken charge.
Element x y z (Å)
B 0.951 -0.189 0.132  1.79
H 0.153 -0.797 -0.265  -1.81
H 1.407 0.484 -0.577  -0.69
H 0.647 0.391 0.990  -0.40
H 1.711 -0.842 0.534  0.07
C -4.347 3.359 5.560  -1.56
C -3.573 2.657 4.458  0.19
C -3.992 1.254 4.150  -0.63
N -3.443 0.645 2.823  0.59
C -3.732 1.450 1.553  -1.17
C -4.079 -0.772 2.553  -0.70
C -2.789 -1.669 2.416  -0.95
C -1.610 -0.742 2.106  1.57
C -1.900 0.450 2.921  -0.52
H -3.981 4.372 5.730  0.39
H -4.073 2.843 6.480  0.38
H -5.433 3.447 5.596  0.37
H -2.494 2.689 4.606  0.02
H -3.845 3.245 3.581  0.20
H -5.075 1.304 4.036  0.45
H -3.707 0.542 4.924  0.43
H -4.806 1.558 1.401  0.35
H -3.371 0.848 0.719  0.31
H -3.268 2.435 1.605  0.41
H -4.619 -0.795 1.607  0.31
H -4.722 -1.171 3.337  0.40
H -2.970 -2.485 1.716  0.42
H -2.681 -2.211 3.356  0.40
H -1.661 -0.598 1.026  -1.44
H -0.645 -1.184 2.353  0.31
H -1.419 1.351 2.540  0.24
H -1.759 0.274 3.987  0.12
C 2.862 -0.400 3.144  -0.81
C 1.987 0.146 4.370  0.19
C 2.261 1.640 4.720  -0.75
N 1.610 2.185 6.056  0.63
C 0.078 1.949 5.969  -1.41
C 2.225 1.513 7.302  -0.57
C 2.071 2.548 8.358  -0.75
C 2.571 3.774 7.658  -0.76
C 1.972 3.685 6.233  -0.40
H 3.918 -0.526 3.387  0.68
H 2.769 0.170 2.220  -0.10
H 2.448 -1.348 2.801  0.10
H 2.255 -0.438 5.251  0.50
H 0.914 0.008 4.242  -0.28
H 1.900 2.317 3.946  0.07
H 3.341 1.791 4.749  0.50
H -0.156 0.889 5.880  0.39
H -0.153 2.510 5.063  0.44
H -0.320 2.419 6.868  0.60
H 1.689 0.615 7.608  0.32
H 3.257 1.324 7.004  0.44
H 1.074 2.622 8.795  0.34
H 2.643 2.249 9.237  0.42
H 2.350 4.726 8.140  0.39
H 3.655 3.750 7.547  0.38
H 1.089 4.303 6.075  0.36
H 2.666 3.975 5.444  0.21
C -3.161 -2.288 -1.208  -0.96
C -3.650 -2.598 -2.634  -0.46
C -4.144 -4.101 -2.749  -1.08
N -4.186 -4.488 -4.287  0.03
C -5.003 -3.414 -5.071  -0.94
C -4.821 -5.901 -4.384  -0.69
C -4.350 -6.579 -5.672  -0.61
C -3.078 -5.777 -6.143  -0.84
C -2.841 -4.820 -5.033  -0.29
H -2.418 -3.019 -0.890  0.14
H -3.940 -2.192 -0.451  0.57
H -2.620 -1.344 -1.130  0.10
H -2.808 -2.340 -3.277  0.27
H -4.424 -1.943 -3.033  0.59
H -5.169 -4.059 -2.379  0.36
H -3.573 -4.931 -2.334  0.45
H -5.938 -3.238 -4.539  0.28
H -5.105 -3.924 -6.029  0.51
H -4.303 -2.587 -5.189  0.38
H -5.904 -5.903 -4.257  0.51
H -4.536 -6.378 -3.447  0.41
H -5.151 -6.465 -6.403  0.35
H -4.223 -7.632 -5.421  0.36
H -3.162 -5.121 -7.009  0.36
H -2.200 -6.402 -6.304  0.42
H -2.381 -3.896 -5.383  0.40
H -2.251 -5.239 -4.218  0.25
C 0.927 -2.119 -4.728  -1.24
C 1.004 -2.414 -3.223  1.13
C 1.357 -3.856 -2.769  -0.95
N 1.689 -4.034 -1.256  0.34
C 2.856 -3.116 -0.862  -0.62
C 2.094 -5.450 -0.940  -0.59
C 1.745 -5.748 0.549  -0.77
C 0.834 -4.560 0.985  -0.86
C 0.475 -3.817 -0.305  1.08
H 1.792 -2.267 -5.375  0.41
H 0.692 -1.068 -4.900  0.16
H 0.146 -2.816 -5.031  0.26
H 0.016 -2.160 -2.837  -0.35
H 1.705 -1.717 -2.765  -0.16
H 2.224 -4.232 -3.312  0.38
H 0.564 -4.576 -2.972  0.43
H 2.552 -2.080 -1.013  -0.20
H 3.620 -3.327 -1.610  0.31
H 3.091 -3.289 0.188  0.57
H 3.137 -5.681 -1.156  0.45
H 1.425 -6.143 -1.452  0.34
H 2.705 -5.998 1.000  0.35
H 1.084 -6.604 0.684  0.33
H 1.334 -3.828 1.619  0.22
H -0.089 -4.953 1.411  0.58
H 0.298 -2.763 -0.088  -0.97
H -0.305 -4.304 -0.889  0.20
C -1.221 5.646 -6.241  -1.29
C -0.552 4.830 -5.066  -0.32
C -1.173 3.449 -4.902  -0.93
N -0.656 2.579 -3.746  0.69
C 0.873 2.134 -3.856  -0.57
C -1.017 3.341 -2.466  -1.06
C -1.108 2.292 -1.342  0.37
C -1.547 0.994 -1.999  2.22
C -1.512 1.289 -3.478  -1.37
H -1.571 4.951 -7.004  0.38
H -0.463 6.303 -6.667  0.38
H -2.062 6.203 -5.828  0.35
H -0.593 5.488 -4.198  0.31
H 0.509 4.655 -5.243  0.40
H -0.842 2.832 -5.737  0.48
H -2.262 3.417 -4.878  0.36
H 1.357 3.108 -3.928  0.40
H 0.999 1.567 -4.779  0.31
H 1.181 1.573 -2.973  -0.29
H -0.214 4.027 -2.197  0.56
H -1.922 3.912 -2.676  0.38
H -0.148 2.115 -0.857  -0.51
H -1.853 2.685 -0.649  0.22
H -0.979 0.096 -1.755  -2.00
H -2.580 0.901 -1.664  0.37
H -1.059 0.540 -4.128  0.58
H -2.559 1.477 -3.717  0.35
C 2.289 4.585 1.706  -0.92
C 3.493 4.168 0.892  -0.62
C 3.578 2.647 0.727  0.32
N 4.519 2.114 -0.389  0.73
C 3.927 2.498 -1.686  -1.27
C 4.758 0.566 -0.239  0.14
C 6.032 0.453 0.648  -0.38
C 6.760 1.717 0.625  -0.81
C 5.987 2.608 -0.409  -0.70
H 2.249 4.126 2.693  -0.11
H 1.335 4.438 1.200  0.20
H 2.332 5.668 1.815  0.50
H 4.445 4.621 1.168  0.43
H 3.339 4.591 -0.100  0.27
H 2.696 2.071 0.445  -0.27
H 3.992 2.128 1.591  0.48
H 4.404 1.891 -2.456  0.59
H 4.140 3.561 -1.798  0.52
H 2.847 2.350 -1.696  0.12
H 4.995 0.216 -1.244  0.54
H 3.885 0.005 0.092  -0.34
H 6.700 -0.342 0.317  0.50
H 5.622 0.173 1.619  0.03
H 7.801 1.477 0.406  0.36
H 6.958 2.173 1.595  0.40
H 6.314 2.380 -1.424  0.46
H 6.097 3.676 -0.223  0.43

---

No. 3
# C4H6BrNSe

A molecular structure, C4H6BrNSe (ωB97M-V/def2-TZVPD, OMol25).

Computed properties:
Orbital gap in Ha: 0.338
HOMO level in eV: -8.81
LUMO level in eV: 0.389
Energy in Ha: -5186.11307

Each line ends with the Mulliken charge.
Element x y z (Å)
C 1.234 -2.017 0.497  0.33
C -1.021 1.096 -1.608  -0.85
C -0.612 0.131 1.120  -0.77
C 1.216 -0.662 0.950  -0.39
N 1.196 -3.064 0.033  -0.38
Se -0.815 1.810 0.173  0.12
Br 2.235 0.499 -0.074  -0.04
H -0.195 0.461 -1.734  0.29
H -1.933 0.644 -1.994  0.32
H -0.794 2.112 -2.226  0.25
H -1.383 -0.652 0.750  0.32
H -0.558 0.190 2.177  0.40
H 1.430 -0.548 1.934  0.39

---

What is the energy in the first record?
-3019.91282 Ha

---

Which formula does entry 1 have?
C4H3F3FeNO6S2

---

Number 3 is which compound?
C4H6BrNSe

---

Copy entry 3 word for word.
# C4H6BrNSe

A molecular structure, C4H6BrNSe (ωB97M-V/def2-TZVPD, OMol25).

Computed properties:
Orbital gap in Ha: 0.338
HOMO level in eV: -8.81
LUMO level in eV: 0.389
Energy in Ha: -5186.11307

Each line ends with the Mulliken charge.
Element x y z (Å)
C 1.234 -2.017 0.497  0.33
C -1.021 1.096 -1.608  -0.85
C -0.612 0.131 1.120  -0.77
C 1.216 -0.662 0.950  -0.39
N 1.196 -3.064 0.033  -0.38
Se -0.815 1.810 0.173  0.12
Br 2.235 0.499 -0.074  -0.04
H -0.195 0.461 -1.734  0.29
H -1.933 0.644 -1.994  0.32
H -0.794 2.112 -2.226  0.25
H -1.383 -0.652 0.750  0.32
H -0.558 0.190 2.177  0.40
H 1.430 -0.548 1.934  0.39